# 1
A molecular structure, C70H141Cl27F3N13O39S6Y. Source: OMol25; level of theory: ωB97M-V/def2-TZVPD.

Element x y z (Å)
Y1 0.0180 4.6786 1.9555
C1 2.6297 1.1871 1.7285
C2 1.7380 0.5429 0.6260
C3 1.8642 -0.9752 0.9508
C4 0.8318 -1.8568 0.2199
C5 -0.5580 -1.1788 0.4325
C6 -0.7545 0.2878 -0.0715
N1 0.3282 1.0390 0.6767
O1 0.1372 2.4557 0.7627
C7 -2.1924 0.7713 0.3222
C8 -0.7214 0.3437 -1.6661
C9 2.3333 0.8223 -0.7837
H1 2.7738 2.2451 1.5098
H2 3.6293 0.7665 1.8375
H3 2.2563 1.2465 2.7509
H4 1.7977 -1.1090 2.0305
H5 2.8440 -1.3154 0.6155
H6 0.7860 -2.8698 0.6197
H7 1.1469 -1.9718 -0.8173
H8 -0.8953 -1.2133 1.4684
H9 -1.2051 -1.8602 -0.1199
H10 -2.2197 0.9879 1.3901
H11 -2.9056 -0.0175 0.0829
H12 -2.5475 1.6004 -0.2898
H13 -1.6842 0.1863 -2.1522
H14 -0.0339 -0.3150 -2.1966
H15 -0.5649 1.3537 -2.0448
H16 1.9265 0.1323 -1.5230
H17 3.4230 0.8084 -0.8024
H18 2.0786 1.8614 -0.9921
C10 -0.9767 7.3181 3.5352
O2 -1.3442 5.9678 3.8669
O3 -0.1041 7.0614 2.4541
C11 -2.3144 8.1703 3.1970
F1 -2.0146 9.3242 2.6090
F2 -3.1603 7.4392 2.4678
F3 -3.0242 8.4981 4.3457
C12 -1.6626 5.8269 5.2867
C13 -2.7903 4.8484 5.2832
H19 -2.4720 3.8856 4.8834
H20 -3.0906 4.5689 6.2930
H21 -3.6341 5.2247 4.7047
H22 -2.0149 6.6658 5.8869
H23 -0.7861 5.4599 5.8207
H24 -0.5022 7.7487 4.4170
C14 6.9331 -2.1443 -7.5532
C15 6.7959 -2.9549 -6.2653
O4 7.7800 -3.6294 -5.9789
N2 5.5954 -3.0180 -5.5855
C16 5.4795 -3.5895 -4.2638
H25 7.5041 -1.2367 -7.3577
H26 5.9364 -1.7780 -7.7992
H27 7.3132 -2.7693 -8.3613
H28 4.7778 -2.5399 -5.9365
H29 4.4684 -3.5071 -3.8653
H30 6.1769 -3.1998 -3.5223
H31 5.6758 -4.6521 -4.4065
C17 -3.6123 -0.2339 6.6423
C18 -4.0897 1.0374 5.9518
O5 -3.3068 1.6318 5.2458
N3 -5.3141 1.4298 6.1027
C19 -5.8594 2.6290 5.5275
H32 -3.2632 0.0386 7.6383
H33 -2.7352 -0.6521 6.1484
H34 -4.4278 -0.9570 6.6498
H35 -5.8643 0.8937 6.7584
H36 -6.4836 2.4326 4.6558
H37 -5.1025 3.3680 5.2648
H38 -6.4582 3.0901 6.3129
C20 -0.3195 4.7636 -2.3282
C21 -0.7964 5.7951 -1.2997
O6 -0.7272 5.4574 -0.0924
N4 -1.3571 6.9194 -1.7628
C22 -1.8705 8.0024 -0.9124
H39 -1.0212 3.9479 -2.1540
H40 0.6158 4.2343 -2.1455
H41 -0.4017 5.0654 -3.3723
H42 -1.3992 7.0504 -2.7634
H43 -1.1463 8.3014 -0.1547
H44 -2.8272 7.8504 -0.4126
H45 -2.0930 8.8376 -1.5765
C23 -2.1592 -4.3532 -6.1503
C24 -1.9009 -2.8323 -6.0155
O7 -0.8584 -2.2946 -6.4531
N5 -2.8607 -2.1022 -5.3829
C25 -2.7238 -0.6794 -5.1696
H46 -2.4276 -4.8107 -5.1981
H47 -1.3393 -4.8890 -6.6286
H48 -3.0348 -4.4516 -6.7919
H49 -3.6839 -2.5437 -4.9991
H50 -2.0849 -0.3841 -4.3374
H51 -3.6766 -0.2180 -4.9099
H52 -2.3355 -0.3154 -6.1208
C26 4.3364 -0.5565 4.7874
C27 3.5413 -0.8976 6.0074
O8 2.3224 -0.5482 6.1013
N6 4.2363 -1.4728 6.9672
C28 3.7144 -1.9571 8.2546
H53 5.1813 -1.2447 4.7617
H54 4.6879 0.4750 4.7651
H55 3.7333 -0.7818 3.9078
H56 5.2330 -1.5032 6.8063
H57 2.6487 -2.1847 8.2282
H58 3.7664 -1.1670 9.0037
H59 4.2149 -2.8861 8.5274
C29 -0.3093 2.2055 5.9603
C30 -0.3770 2.2157 4.4156
O9 -0.3824 3.3355 3.7329
N7 -0.4099 1.0635 3.6849
C31 -0.3680 -0.3533 4.1831
H60 -0.7919 3.0511 6.4503
H61 0.6883 2.1163 6.3904
H62 -0.9501 1.4165 6.3539
H63 -0.4785 1.1207 2.6789
H64 -0.2531 -0.3752 5.2668
H65 0.3787 -0.9635 3.6749
H66 -1.3372 -0.8425 4.0848
C32 4.0090 -0.2517 -5.0522
C33 2.7141 -1.0109 -5.3588
O10 2.8297 -2.1112 -5.8340
N8 1.4968 -0.4815 -5.3737
C34 1.0276 0.7849 -4.8540
H67 3.8015 0.7827 -4.7781
H68 4.7241 -0.2548 -5.8748
H69 4.4846 -0.7879 -4.2309
H70 0.7634 -1.1184 -5.6506
H71 0.9879 1.5015 -5.6744
H72 1.7667 1.1845 -4.1596
H73 0.0129 0.7167 -4.4617
C35 -4.2710 4.4141 0.7032
C36 -3.3333 3.7107 1.7044
O11 -2.2183 4.1644 1.8756
N9 -3.7843 2.7581 2.5338
C37 -5.0214 2.0104 2.4123
H74 -4.1133 4.0320 -0.3054
H75 -4.1639 5.4978 0.6560
H76 -5.3021 4.3227 1.0446
H77 -3.2514 2.4933 3.3499
H78 -5.1271 1.1794 3.1097
H79 -5.2281 1.5994 1.4242
H80 -5.9511 2.5587 2.5645
C38 3.5135 3.5692 4.7529
C39 2.9795 4.7013 3.9523
O12 1.8938 4.6470 3.3268
N10 3.7452 5.7765 3.8517
C40 3.4418 6.9411 3.1176
H81 4.5743 3.6599 4.9862
H82 3.2106 2.6113 4.3299
H83 2.9583 3.6194 5.6895
H84 4.5708 5.9031 4.4196
H85 4.0702 6.9053 2.2277
H86 3.5906 7.8412 3.7140
H87 2.4522 7.0658 2.6779
C41 3.8615 -3.9690 -0.6013
C42 2.7242 -4.9910 -0.5045
O13 2.1316 -5.2786 -1.5615
N11 2.6285 -5.6094 0.6918
C43 1.5744 -6.5725 1.0325
H88 3.5584 -3.2445 -1.3571
H89 4.7837 -4.4435 -0.9366
H90 4.1114 -3.4514 0.3249
H91 3.3788 -5.4777 1.3549
H92 1.9568 -7.2662 1.7812
H93 1.2573 -6.9959 0.0794
H94 0.7790 -5.9735 1.4759
C44 -8.6193 1.5977 0.1363
C45 -7.4207 1.8181 -0.8136
O14 -6.8463 0.8449 -1.2404
N12 -6.9629 3.0424 -1.0890
C46 -7.5220 4.3562 -0.7865
H95 -9.4922 1.1793 -0.3647
H96 -9.0174 2.5408 0.5107
H97 -8.3673 1.0683 1.0552
H98 -6.1654 3.0539 -1.7085
H99 -6.8321 5.0731 -1.2317
H100 -7.6003 4.4432 0.2972
H101 -8.4902 4.4647 -1.2752
C47 3.9115 4.3058 -0.3769
C48 2.8377 5.3294 -0.1651
O15 1.9159 5.0490 0.6398
N13 3.0046 6.5370 -0.7839
C49 2.1114 7.7230 -0.7232
H102 3.4471 3.5501 -1.0104
H103 4.3990 3.7732 0.4397
H104 4.6989 4.7336 -0.9975
H105 3.7504 6.6834 -1.4490
H106 1.5989 7.8180 -1.6806
H107 2.8097 8.5185 -0.4631
H108 1.4430 7.7565 0.1371
C50 -6.3805 2.2991 -5.3744
Cl1 -6.5683 0.8631 -6.3449
Cl2 -5.5534 1.9250 -3.8206
Cl3 -7.8992 3.1232 -5.0681
H109 -5.7355 2.9735 -5.9375
C51 7.3392 3.5895 -2.9339
Cl4 7.0907 3.0610 -1.2734
Cl5 7.4927 5.4119 -2.9316
Cl6 6.0680 3.0744 -3.9935
H110 8.3121 3.1889 -3.2187
C52 7.6718 -0.4462 -2.2261
Cl7 5.8902 -0.2521 -2.0028
Cl8 8.2058 -0.4348 -3.9223
Cl9 8.1598 -1.9794 -1.4953
H111 8.1054 0.3714 -1.6503
C53 -1.3727 -4.8530 3.6752
Cl10 -2.3310 -3.7368 4.7400
Cl11 -1.5446 -4.5262 1.9832
Cl12 -2.0144 -6.4504 4.0639
H112 -0.3557 -4.9179 4.0618
C54 7.1570 4.1012 3.2431
Cl13 6.2894 2.5766 3.3836
Cl14 6.5215 5.1488 1.9525
Cl15 8.8881 3.7698 2.9447
H113 7.0969 4.5846 4.2182
C55 7.5132 -0.6681 1.5492
Cl16 5.8672 -1.0956 1.4438
Cl17 7.8723 -0.5236 3.2618
Cl18 7.9084 0.8478 0.7376
H114 8.0883 -1.4342 1.0291
C56 3.2975 6.2820 -5.0738
Cl19 3.4676 4.8232 -4.1458
Cl20 2.9180 7.6870 -4.0183
Cl21 1.9523 6.1752 -6.3001
H115 4.2398 6.5179 -5.5683
C57 2.9145 -4.5649 4.8096
Cl22 1.7407 -4.0291 5.9913
Cl23 2.7070 -3.6600 3.3306
Cl24 2.5782 -6.3156 4.5938
H116 3.9063 -4.4550 5.2483
C58 -1.3059 3.9147 -7.6628
Cl25 -0.7345 4.1140 -6.0056
Cl26 -1.5590 2.1389 -8.0341
Cl27 -0.2584 4.6377 -8.9172
H117 -2.2762 4.4038 -7.7483
C59 -8.8842 -1.9275 -1.7001
C60 -7.5716 -2.2554 -0.9999
O16 -7.8541 -3.3321 -0.1284
S1 -9.4527 -3.5861 0.1240
O17 -9.8650 -3.3748 1.5456
O18 -9.9042 -4.8174 -0.5545
O19 -9.8614 -2.2668 -0.7703
H118 -9.1901 -2.3964 -2.6353
H119 -8.9075 -0.8475 -1.8461
H120 -7.1440 -1.4125 -0.4569
H121 -6.7815 -2.5827 -1.6758
C61 1.9134 -5.1610 -4.9203
C62 3.0211 -5.3285 -6.0218
O20 2.4219 -6.0498 -7.0922
S2 1.2864 -7.0987 -6.4497
O21 1.9835 -8.2238 -5.8375
O22 0.1228 -7.3270 -7.3039
O23 0.8824 -5.9621 -5.2802
H122 1.5837 -4.1230 -4.9648
H123 2.1462 -5.2138 -3.8568
H124 3.9236 -5.8355 -5.6804
H125 3.3834 -4.3839 -6.4276
C63 7.0616 -7.4191 1.2998
C64 5.7816 -7.1995 2.1789
O24 5.5174 -5.8743 1.9460
S3 6.8982 -4.9767 1.9656
O25 7.3338 -4.5353 3.2677
O26 6.8671 -4.0353 0.8353
O27 7.8629 -6.2574 1.5715
H126 6.8987 -7.4599 0.2229
H127 7.6507 -8.2816 1.6114
H128 5.8434 -7.4240 3.2437
H129 4.9149 -7.6638 1.7084
C65 -5.1742 -5.1789 -1.3656
C66 -5.1198 -5.4148 -2.8415
O28 -4.5634 -4.3150 -3.4275
S4 -4.0444 -3.1680 -2.4138
O29 -4.6623 -1.9175 -2.7562
O30 -2.5611 -3.2948 -2.3572
O31 -4.7211 -3.8798 -1.0941
H130 -4.5606 -5.8192 -0.7320
H131 -6.1857 -5.1708 -0.9594
H132 -6.1174 -5.5550 -3.2577
H133 -4.5182 -6.3057 -3.0223
C67 -4.7746 -2.7324 1.7549
C68 -5.3295 -4.0626 2.2559
O32 -6.3931 -3.7236 3.1230
S5 -6.3714 -2.1378 3.6313
O33 -6.2173 -2.1156 5.0961
O34 -7.4106 -1.4133 2.9261
O35 -4.9053 -1.8561 2.8671
H134 -5.3391 -2.4153 0.8781
H135 -3.7388 -2.7563 1.4164
H136 -4.6700 -4.6825 2.8634
H137 -5.8423 -4.7468 1.5800
C69 -0.8291 -6.2421 -2.4509
C70 -1.3378 -5.8150 -1.0772
O36 -2.3198 -6.8418 -0.7578
S6 -2.1962 -8.2179 -1.7114
O37 -3.4874 -8.8004 -1.9739
O38 -1.0886 -8.9947 -1.1619
O39 -1.6971 -7.2667 -2.9016
H138 0.1187 -6.7190 -2.2012
H139 -0.8136 -5.4202 -3.1667
H140 -1.8550 -4.8555 -1.0793
H141 -0.6038 -5.6641 -0.2856

energy above the lowest of the compared OMol25 structures with the same formula, charge and spin = 112.07 kcal per mole
HOMO level = -7.87 eV
LUMO energy = -1.6888 eV
Kohn-Sham gap = 0.227 Ha
charge = +1

---

# 2
A molecular structure, C47H45N6O2P2STi. Source: OMol25; level of theory: ωB97M-V/def2-TZVPD.

Element x y z (Å)
Ti1 0.0934 -0.0649 -0.1047
C1 1.4287 -0.1327 3.1230
N1 2.4948 -0.9086 2.6011
C2 3.1987 -0.4135 1.4769
P1 2.4377 -0.7160 -0.2698
C3 3.0749 0.6918 -1.2394
C4 4.2381 1.3992 -0.9448
C5 4.5938 2.4871 -1.7299
C6 3.8200 2.8518 -2.8193
C7 2.6888 2.1146 -3.1495
C8 2.3079 1.0440 -2.3583
C9 3.0898 -2.1692 -1.1569
C10 4.1496 -2.0424 -2.0570
C11 4.5841 -3.1549 -2.7580
C12 3.9773 -4.3879 -2.5698
C13 2.9343 -4.5194 -1.6627
C14 2.4818 -3.4156 -0.9632
C15 2.8500 -2.1521 3.1648
C16 3.3432 -3.1631 2.3410
C17 3.7803 -4.3576 2.8811
C18 3.7451 -4.5562 4.2528
C19 3.2588 -3.5527 5.0778
C20 2.8080 -2.3602 4.5448
P2 -0.2612 -0.4571 2.2728
C21 -0.5310 -2.2029 2.6651
C22 -0.8118 -2.6478 3.9568
C23 -0.9499 -4.0051 4.1899
C24 -0.7815 -4.9156 3.1574
C25 -0.5062 -4.4750 1.8710
C26 -0.3946 -3.1198 1.6218
C27 -1.4415 0.5251 3.2421
C28 -1.0993 1.8128 3.6667
C29 -2.0047 2.5482 4.4094
C30 -3.2539 2.0244 4.7080
C31 -3.6096 0.7642 4.2506
C32 -2.7136 0.0105 3.5127
H1 1.6546 0.9383 3.0422
H2 1.2431 -0.3790 4.1740
H3 4.2116 -0.8284 1.4479
H4 3.2491 0.6847 1.5337
H5 4.8778 1.1109 -0.1220
H6 5.4845 3.0476 -1.4927
H7 4.1050 3.6953 -3.4269
H8 2.1235 2.3635 -4.0358
H9 1.4278 0.4348 -2.6046
H10 4.6300 -1.0877 -2.2164
H11 5.4058 -3.0551 -3.4493
H12 4.3205 -5.2467 -3.1240
H13 2.4766 -5.4815 -1.4916
H14 1.6725 -3.5165 -0.2489
H15 3.4034 -3.0116 1.2737
H16 4.1681 -5.1271 2.2329
H17 4.1222 -5.4721 4.6767
H18 3.2652 -3.6892 6.1477
H19 2.4924 -1.5764 5.2157
H20 -0.9337 -1.9392 4.7649
H21 -1.1966 -4.3559 5.1792
H22 -0.8739 -5.9718 3.3526
H23 -0.3948 -5.1921 1.0736
H24 -0.2146 -2.7361 0.6088
H25 -0.1308 2.2363 3.4291
H26 -1.7313 3.5306 4.7582
H27 -3.9497 2.6006 5.2951
H28 -4.5861 0.3638 4.4696
H29 -2.9942 -0.9735 3.1581
C33 -1.6212 3.3815 -5.6141
C34 -1.0545 3.6531 -4.2233
C35 -1.5600 2.6153 -3.2167
N2 -0.6773 2.5474 -2.0618
C36 -0.8964 2.5190 -0.7647
S1 0.5327 2.2173 0.2352
N3 -2.0171 2.6930 -0.0881
C37 -3.4918 2.5188 -0.4041
O1 -3.9542 1.5600 0.1383
C38 -4.0715 3.5801 -1.1748
C39 -5.3766 3.4391 -1.6783
C40 -5.9493 4.4712 -2.3955
C41 -5.2459 5.6525 -2.6037
C42 -3.9658 5.8156 -2.0802
C43 -3.3779 4.7887 -1.3758
H30 -1.3311 4.1738 -6.2995
H31 -2.7077 3.3397 -5.5927
H32 -1.2511 2.4373 -6.0094
H33 -1.3453 4.6511 -3.8987
H34 0.0382 3.6213 -4.2712
H35 -1.5466 1.6273 -3.6915
H36 -2.5822 2.8200 -2.9073
H37 0.3069 2.5366 -2.3353
H38 -1.9077 2.6263 0.9247
H39 -5.8980 2.5092 -1.5175
H40 -6.9458 4.3656 -2.7968
H41 -5.6945 6.4520 -3.1729
H42 -3.4340 6.7462 -2.2188
H43 -2.3893 4.9190 -0.9593
N4 -0.6493 -2.8665 -1.7778
C44 -1.4214 -1.7275 -1.8076
O2 -0.7873 -0.6226 -1.4416
C45 -2.7610 -1.7044 -2.1153
C46 -3.4676 -2.9095 -2.3306
N5 -3.9645 -3.9340 -2.4400
C47 -3.3827 -0.4494 -2.2425
N6 -3.7500 0.6258 -2.4049
H44 -1.0749 -3.7001 -2.1674
H45 0.3245 -2.7407 -2.0407

HOMO level (alpha / beta) = -15.52 / -15.17 eV
LUMO energy (alpha / beta) = -10.0888 / -10.9937 eV
Kohn-Sham gap (alpha / beta) = 0.200 / 0.153 Ha
charge = +3

---

# 3
A single C7H12 molecule. Source: OMol25; level of theory: ωB97M-V/def2-TZVPD.

Element x y z (Å)
C1 -2.5896 -0.0812 0.0621
C2 -1.0983 -0.3933 0.0836
C3 -0.2081 0.3300 -0.9609
C4 0.8914 0.2754 0.0748
C5 1.8684 -0.8574 0.0042
C6 2.3449 0.5771 -0.0480
C7 -0.1606 0.2813 1.1695
H1 -2.9956 -0.0976 -0.9598
H2 -2.7733 0.9202 0.4655
H3 -3.1777 -0.7957 0.6475
H4 -0.9329 -1.4744 -0.0248
H5 -0.0114 -0.1358 -1.9308
H6 -0.5763 1.3535 -1.1082
H7 1.8757 -1.4630 -0.9000
H8 2.0580 -1.4188 0.9176
H9 2.6847 0.9571 -1.0090
H10 2.9099 0.9476 0.8036
H11 -0.5946 1.2721 1.3533
H12 0.1613 -0.1085 2.1435

energy above the lowest of the compared OMol25 structures with the same formula, charge and spin = 35.42 kcal per mole
HOMO level = -9.74 eV
LUMO energy = 1.1595 eV
Kohn-Sham gap = 0.401 Ha
SMILES = CC1CC2(CC2)C1

---

# 4
A single C7H11NO molecule. Source: OMol25; level of theory: ωB97M-V/def2-TZVPD.

Element x y z (Å)
C1 -2.1264 -0.4000 0.8692
C2 -0.6684 -0.6237 1.1484
C3 0.2389 0.8850 1.0382
N1 -0.2810 -1.6685 1.7569
O1 -0.4680 1.8982 1.1897
H1 0.7279 -1.6627 1.9272
H2 1.0456 0.6144 1.7375
H3 -2.6639 -1.3472 0.8896
H4 -2.5348 0.2640 1.6321
H5 -2.2701 0.1038 -0.0878
C4 0.0942 -1.5542 -1.4741
C5 1.7271 1.9314 -1.0062
C6 0.9840 0.7725 -0.4649
C7 0.4862 -0.3450 -0.7680
H6 -0.9916 -1.6639 -1.5052
H7 0.5143 -2.4479 -1.0120
H8 0.4578 -1.4718 -2.5053
H9 1.1431 2.8311 -0.7979
H10 2.6840 2.0388 -0.4889
H11 1.9009 1.8456 -2.0786

energy above the lowest of the compared OMol25 structures with the same formula, charge and spin = 121.71 kcal per mole
HOMO level (alpha / beta) = -8.05 / -8.05 eV
LUMO energy (alpha / beta) = -0.6090 / -0.6087 eV
Kohn-Sham gap (alpha / beta) = 0.274 / 0.274 Ha